# 1
{
  "formula": "C21H28N3O4SSeV",
  "method": "the ωB97M-V functional and the def2-TZVPD basis",
  "elements": ["V", "C", "C", "O", "C", "C", "O", "C", "C", "O", "C", "C", "O", "H", "H", "H", "H", "H", "H", "H", "H", "H", "H", "H", "H", "H", "H", "H", "H", "S", "C", "C", "C", "C", "C", "N", "H", "H", "H", "H", "C", "N", "C", "Se", "N", "C", "C", "C", "C", "C", "C", "H", "H", "H", "H", "H", "H", "H", "H"],
  "positions_angstrom": [[-0.11699, 0.37081, -0.30794], [-0.60743, -2.24161, 1.28876], [-0.35217, -1.30444, 2.44055], [-0.92499, -0.05205, 2.08033], [-0.69112, 0.99664, 3.01673], [0.36200, 1.94140, 2.46822], [1.30948, 1.12909, 1.79034], [2.35694, 1.86635, 1.19007], [3.05071, 0.95415, 0.18280], [2.15079, -0.02840, -0.35320], [2.36814, -1.33364, 0.20786], [1.27610, -2.24458, -0.28793], [-0.01588, -1.76550, 0.07145], [-1.67765, -2.27867, 1.09000], [-0.24341, -3.24617, 1.51087], [0.71382, -1.18715, 2.64956], [-0.84267, -1.70391, 3.33464], [-0.38580, 0.57465, 3.97607], [-1.62821, 1.53625, 3.15628], [0.83364, 2.50919, 3.27694], [-0.08014, 2.64209, 1.75030], [3.07444, 2.21059, 1.94216], [1.93198, 2.73421, 0.68137], [3.89783, 0.43638, 0.63324], [3.41624, 1.55020, -0.65257], [2.37710, -1.26282, 1.29691], [3.33320, -1.72238, -0.12983], [1.43150, -3.25726, 0.08967], [1.28706, -2.27369, -1.37792], [-2.49367, 0.47939, -0.59073], [-1.90831, 0.09311, -2.18187], [-2.65182, -0.08861, -3.34874], [-1.99298, -0.34841, -4.52992], [-0.60075, -0.43792, -4.54404], [0.07791, -0.27020, -3.36144], [-0.55686, -0.01354, -2.20470], [-3.72835, -0.00489, -3.30169], [-2.55340, -0.47477, -5.44700], [-0.05855, -0.63053, -5.45818], [1.15946, -0.31545, -3.31298], [-2.19284, 4.98677, -0.54364], [-0.77690, 5.29814, -0.39623], [0.24288, 4.47230, -0.68964], [0.08484, 2.78945, -1.45773], [1.38519, 5.13832, -0.42690], [1.10724, 6.43105, 0.01336], [1.92085, 7.49025, 0.38416], [1.28296, 8.65541, 0.77195], [-0.11385, 8.75672, 0.78657], [-0.92102, 7.69537, 0.41683], [-0.27710, 6.52881, 0.03302], [-2.30099, 3.91468, -0.69120], [-2.60268, 5.51442, -1.40342], [-2.71955, 5.29239, 0.35875], [2.29050, 4.76143, -0.65182], [2.99937, 7.41412, 0.36517], [1.87647, 9.50874, 1.06918], [-0.57213, 9.68821, 1.08839], [-1.99895, 7.77921, 0.41858]],
  "forces_ev_per_angstrom": [[0.6, 0.7, 1.9], [0.0, 0.0, -0.1], [-0.1, 0.0, 0.1], [0.1, 0.0, -0.1], [-0.1, -0.1, 0.0], [0.0, 0.0, 0.0], [0.0, 0.0, -0.1], [-0.1, 0.0, 0.0], [0.1, 0.0, -0.1], [-0.2, 0.0, 0.1], [0.1, 0.0, -0.1], [0.0, 0.0, 0.0], [0.0, -0.1, -0.1], [0.0, 0.0, 0.0], [0.0, 0.0, 0.0], [0.0, 0.0, 0.0], [0.0, 0.0, 0.0], [0.0, 0.0, 0.0], [0.0, 0.0, 0.1], [0.0, 0.0, 0.0], [0.0, 0.0, 0.0], [0.0, 0.0, 0.0], [0.0, 0.0, 0.0], [0.0, 0.0, 0.0], [0.0, 0.0, 0.0], [0.0, 0.0, 0.0], [0.0, 0.1, 0.0], [0.0, 0.0, 0.0], [0.0, 0.0, 0.0], [-0.2, 0.0, -0.3], [0.1, 0.0, 0.0], [-0.1, 0.0, 0.1], [0.0, 0.0, 0.0], [0.0, 0.0, -0.1], [-0.1, 0.0, 0.1], [-0.3, -0.3, -1.2], [0.0, 0.0, 0.0], [0.0, 0.0, 0.0], [0.0, 0.0, 0.0], [0.0, 0.0, 0.0], [0.1, 0.0, 0.0], [-0.1, 0.0, 0.0], [-0.1, 0.0, 0.1], [0.1, 0.0, -0.4], [0.1, 0.1, 0.0], [0.1, -0.1, 0.0], [0.0, 0.0, 0.0], [0.0, 0.0, 0.0], [0.0, 0.0, 0.0], [0.0, 0.0, 0.0], [-0.1, -0.1, 0.0], [0.0, 0.0, 0.0], [0.0, 0.0, 0.0], [0.0, 0.0, 0.0], [0.0, 0.0, 0.0], [0.0, 0.0, 0.0], [0.0, 0.0, 0.0], [0.0, 0.0, 0.0], [0.0, 0.0, 0.0]],
  "mulliken_spin": [1.044, 0.001, 0.001, -0.004, -0.004, 0.003, -0.001, 0.000, -0.007, 0.000, -0.004, 0.008, -0.010, 0.000, -0.001, 0.000, 0.000, 0.000, 0.001, 0.000, 0.000, 0.000, 0.002, -0.001, 0.000, -0.001, 0.000, 0.002, -0.003, -0.007, -0.009, 0.003, -0.006, 0.005, -0.004, -0.016, 0.001, -0.001, 0.000, 0.001, -0.001, -0.001, 0.000, 0.006, 0.000, 0.000, 0.000, 0.000, 0.000, 0.000, 0.000, 0.002, -0.001, 0.000, 0.000, 0.000, 0.000, 0.000, 0.000],
  "orbital_gap_ev": [7.3, 6.8],
  "s_squared": 0.772,
  "total_charge": 1,
  "multiplicity": 2,
  "e_above_lowest_kcal_mol": 0.0,
  "lumo_energy_ev": [-2.0, -1.9]
}

***

# 2
{
  "formula": "C21H29CdN4O8",
  "method": "the ωB97M-V functional and the def2-TZVPD basis",
  "elements": ["Cd", "N", "C", "C", "C", "N", "C", "C", "N", "C", "H", "H", "H", "H", "H", "H", "H", "H", "H", "H", "H", "H", "H", "H", "H", "H", "O", "C", "O", "C", "C", "C", "C", "C", "N", "H", "H", "H", "H", "O", "C", "C", "O", "C", "C", "O", "C", "O", "O", "C", "C", "C", "C", "O", "H", "H", "H", "H", "H", "H", "H", "H", "H"],
  "positions_angstrom": [[-1.56154, 0.71896, -1.09537], [0.84391, 1.73275, 2.69601], [1.95797, 1.04486, 3.38322], [1.56134, -0.35880, 3.93192], [1.10776, -1.28156, 2.79133], [-0.21943, -0.86235, 2.40751], [2.13713, -1.37377, 1.65410], [2.72632, -0.00308, 1.20597], [1.84576, 0.72765, 0.29454], [3.13004, 0.90216, 2.37540], [-0.07497, 1.38965, 3.01680], [0.86005, 1.42716, 1.69027], [0.83136, 2.76381, 2.66989], [2.28614, 1.67622, 4.22470], [0.78233, -0.26919, 4.72407], [2.47017, -0.76015, 4.43020], [1.01512, -2.28546, 3.24248], [-0.88633, -1.20910, 3.07617], [-0.48494, -1.18536, 1.47291], [1.78820, -1.94276, 0.77220], [2.99020, -1.95612, 2.06027], [3.65501, -0.29941, 0.65002], [1.34577, 0.10584, -0.38665], [2.37213, 1.40687, -0.22016], [3.50402, 1.91245, 2.01615], [3.95079, 0.39281, 2.94229], [-5.71345, -0.27242, -0.84210], [-4.47705, -0.29390, -0.84015], [-3.68670, 0.70580, -1.21433], [-3.76820, -1.52759, -0.48792], [-4.53520, -2.71971, -0.40545], [-3.85681, -3.91483, -0.22217], [-2.46811, -3.93855, -0.15135], [-1.78986, -2.74772, -0.25885], [-2.44672, -1.55735, -0.34808], [-5.60442, -2.64976, -0.52937], [-4.36478, -4.84995, -0.11077], [-1.92138, -4.85833, -0.00841], [-0.69818, -2.74676, -0.21252], [0.60705, 6.78650, 0.04760], [0.22883, 5.65302, -0.16997], [-0.12337, 5.05696, -1.55158], [-0.01228, 5.64319, -2.62690], [-0.58855, 3.66038, -1.33435], [-0.67489, 3.41943, 0.10504], [-1.19717, 2.36608, 0.60135], [-0.01295, 4.49303, 0.84187], [0.37259, 4.47983, 2.04887], [-0.91536, 2.77356, -2.14577], [1.11566, 0.18884, -3.63504], [0.41557, -0.97240, -2.93572], [1.41895, -2.12100, -2.81988], [-0.83578, -1.39739, -3.69179], [0.11970, -0.60650, -1.58628], [1.39326, -0.04412, -4.70540], [2.06296, 0.42451, -3.11667], [0.47694, 1.07904, -3.65942], [1.79656, -2.44732, -3.82292], [0.95998, -3.02233, -2.34347], [2.30181, -1.83769, -2.22239], [-0.59071, -1.74811, -4.73540], [-1.61679, -0.60758, -3.76120], [-1.30545, -2.26295, -3.17539]],
  "forces_ev_per_angstrom": [[0.8, 0.6, 0.2], [-1.1, -0.8, -0.2], [0.9, 0.1, 0.4], [0.6, 0.7, -0.1], [0.0, -1.1, 0.8], [-0.4, 0.4, -1.1], [0.4, 0.6, 0.4], [0.9, -0.7, -1.2], [-0.9, -0.9, 0.3], [0.4, -0.1, 0.7], [0.4, 0.3, -0.2], [0.0, 0.2, -0.2], [0.0, 0.7, 0.0], [-0.2, -0.2, -0.2], [0.3, -0.1, -0.6], [-0.5, 0.1, -0.3], [0.4, 0.0, -0.2], [-0.3, -0.1, 0.0], [0.0, 0.2, 0.4], [-0.2, 0.4, 0.4], [-0.4, 0.3, -0.1], [-0.4, 0.3, 0.5], [0.3, 0.5, 0.2], [0.1, 0.4, -0.3], [-0.5, -1.2, 0.4], [-0.4, 0.6, -0.5], [1.2, -0.2, 0.1], [0.2, 3.6, -1.2], [-2.0, -1.6, 0.6], [0.1, -2.9, 0.5], [1.0, 0.1, -0.1], [-0.1, 0.3, 0.1], [-0.1, 0.3, -0.1], [-0.6, 0.9, 0.5], [0.7, -0.5, -0.4], [0.0, 0.0, 0.1], [-0.5, -0.3, -0.1], [0.0, -0.1, -0.1], [-0.3, 0.4, -0.2], [-0.1, -0.7, 0.0], [-0.5, -1.2, 0.2], [0.3, 0.6, -0.7], [-0.1, -0.5, 1.0], [-0.1, 0.1, 1.8], [0.3, 0.8, -0.3], [0.4, -0.6, -0.1], [0.7, 0.5, -0.1], [-0.4, -0.3, -1.1], [0.0, -0.2, -0.7], [0.5, 0.2, -1.1], [0.5, 0.4, 1.2], [0.2, -1.2, -0.6], [-0.5, -0.9, -0.6], [-0.3, 0.2, -0.4], [-0.3, 0.1, 1.0], [-0.4, 0.0, -0.1], [0.1, -0.1, 0.2], [-0.3, 0.2, 0.6], [0.2, 0.7, -0.3], [-0.4, 0.1, -0.1], [-0.2, 0.4, 0.9], [0.6, -0.3, 0.1], [0.2, 0.5, -0.2]],
  "nbo_charge": [1.736, -0.785, -0.051, -0.410, -0.058, -0.868, -0.414, -0.055, -0.896, -0.414, 0.448, 0.496, 0.480, 0.209, 0.213, 0.213, 0.168, 0.364, 0.390, 0.237, 0.210, 0.175, 0.446, 0.374, 0.231, 0.209, -0.650, 0.721, -0.875, 0.112, -0.206, -0.183, -0.257, 0.025, -0.487, 0.250, 0.207, 0.211, 0.214, -0.563, 0.387, 0.348, -0.569, 0.309, 0.226, -0.835, 0.317, -0.726, -0.741, -0.629, 0.226, -0.612, -0.631, -1.064, 0.189, 0.196, 0.238, 0.192, 0.193, 0.201, 0.201, 0.214, 0.203],
  "orbital_gap_ev": 5.8,
  "total_charge": -1,
  "e_above_lowest_kcal_mol": 0.0,
  "lumo_energy_ev": 1.9
}

***

# 3
{
  "formula": "C21H29Cl2O4Sm",
  "method": "the ωB97M-V functional and the def2-TZVPD basis",
  "elements": ["O", "C", "C", "H", "H", "C", "H", "H", "C", "H", "H", "H", "C", "H", "H", "H", "Sm", "C", "C", "C", "H", "C", "C", "H", "H", "H", "H", "C", "C", "C", "H", "C", "C", "H", "H", "H", "H", "O", "C", "C", "H", "H", "C", "H", "H", "C", "H", "H", "H", "H", "Cl", "C", "Cl", "C", "O", "O", "H"],
  "positions_angstrom": [[0.19091, 0.20317, -0.42949], [1.48498, 0.11663, -1.20252], [0.98603, 1.13774, -2.21699], [1.57857, -0.90197, -1.57674], [2.34236, 0.43797, -0.59132], [-0.37049, 1.10309, -1.47150], [0.97339, 0.78775, -3.24600], [1.49641, 2.12013, -2.15642], [-1.54874, 0.42070, -2.11633], [-1.23194, -0.53599, -2.54142], [-1.98171, 1.06501, -2.88307], [-2.31743, 0.22553, -1.36938], [-0.84558, 2.43964, -0.96507], [-0.04957, 3.04973, -0.55834], [-1.61930, 2.27513, -0.22814], [-1.30302, 3.00040, -1.79095], [-0.04059, -0.10272, 2.00808], [0.52897, 2.11756, 3.35453], [1.85253, 1.57244, 3.38675], [2.39700, 1.65053, 2.07908], [2.38906, 1.26419, 4.28047], [1.43939, 2.29282, 1.24479], [0.26124, 2.54708, 2.02315], [-0.60809, 3.10459, 1.69864], [-0.10223, 2.30071, 4.23195], [3.37869, 1.29829, 1.75638], [1.65065, 2.65550, 0.24259], [-2.24166, -0.55790, 3.49789], [-2.28633, 0.79142, 3.03080], [-2.45096, 0.76051, 1.60552], [-2.33630, 1.67786, 3.65160], [-2.45734, -0.61899, 1.18438], [-2.35130, -1.42950, 2.36448], [-2.44446, -2.52167, 2.39708], [-2.24868, -0.84948, 4.54175], [-2.72054, 1.62837, 1.00272], [-2.60722, -0.98623, 0.16479], [0.25310, -1.46213, -3.43532], [-0.48112, -0.99628, -4.60885], [0.19221, -1.55908, -5.87254], [-0.54901, 0.11203, -4.63588], [-1.51314, -1.39811, -4.53947], [1.18500, -2.61247, -5.35046], [0.67665, -0.73907, -6.42568], [-0.58814, -2.01266, -6.50415], [0.97426, -2.65505, -3.83168], [2.21605, -2.33866, -5.58815], [0.96482, -3.58825, -5.78133], [1.91288, -2.73012, -3.25995], [0.33444, -3.52444, -3.57490], [0.71896, -3.38458, 5.86858], [1.34697, -1.74666, 6.04841], [3.08507, -1.61965, 5.63682], [0.61097, -0.84045, 5.05320], [-0.03339, 0.09317, 5.54060], [0.72621, -1.16428, 3.79201], [1.18051, -1.37335, 7.06500]],
  "forces_ev_per_angstrom": [[1.1, 0.0, -0.8], [-0.6, 0.2, 0.7], [0.0, 0.2, 0.0], [0.1, 0.2, 0.0], [-0.4, -0.2, -0.1], [-0.2, 0.4, -0.2], [0.0, 0.1, 0.1], [-0.3, -0.6, 0.0], [0.1, -0.7, -0.3], [-0.4, 0.4, 0.4], [0.0, -0.1, -0.1], [0.0, 0.2, 0.0], [0.0, 0.4, -0.2], [-0.1, 0.1, 0.1], [0.1, 0.2, 0.1], [0.2, -0.2, 0.0], [1.3, 1.3, 0.3], [0.7, 0.2, 0.2], [-0.7, 0.4, -0.3], [-0.7, 0.0, -0.1], [-0.3, -0.2, -0.3], [-0.3, -0.1, 0.8], [1.2, 0.2, -0.1], [0.1, -0.1, 0.1], [0.3, -0.3, -0.5], [-0.3, 0.2, 0.2], [-0.2, -0.4, 0.2], [-0.6, 0.2, -1.0], [-0.8, -1.1, -0.7], [-0.6, -0.8, 0.5], [0.2, -0.2, -0.1], [-0.6, 0.5, 0.8], [-0.1, 0.7, 0.0], [0.3, 0.6, 0.0], [0.3, 0.0, -0.3], [0.3, -0.5, 0.2], [0.1, 0.1, 0.6], [0.6, -0.1, -1.7], [-0.4, -0.4, 0.1], [-0.2, 0.3, 0.2], [0.2, -0.7, 0.3], [0.4, 0.3, 0.0], [0.2, 0.2, 0.0], [-0.1, -0.5, 0.1], [0.4, 0.2, 0.1], [-0.8, -0.3, 0.3], [-0.1, -0.1, 0.0], [0.2, 0.0, 0.0], [-0.4, 0.2, -0.1], [0.4, 0.3, 0.0], [0.1, -0.2, 0.2], [0.1, 0.5, -0.5], [-0.1, -0.2, 0.4], [-0.7, 0.5, -0.3], [0.7, -1.0, -0.7], [0.0, 0.1, 1.7], [0.2, -0.3, -0.4]],
  "mulliken_spin": [0.007, -0.001, 0.001, -0.001, 0.000, 0.000, 0.000, 0.000, 0.001, 0.000, 0.000, 0.000, -0.003, 0.001, 0.000, 0.000, 5.101, -0.005, -0.008, -0.017, 0.002, -0.005, -0.016, 0.002, 0.002, 0.000, 0.001, 0.000, -0.015, -0.011, 0.003, -0.004, -0.025, 0.000, 0.002, 0.003, 0.000, 0.000, 0.000, 0.000, 0.000, 0.000, 0.000, 0.000, 0.000, 0.000, 0.000, 0.000, 0.000, 0.000, 0.000, -0.001, 0.000, -0.002, 0.002, -0.012, 0.000],
  "orbital_gap_ev": [7.7, 7.9],
  "s_squared": 8.774,
  "multiplicity": 6,
  "lumo_energy_ev": [-0.1, 0.1]
}